1.
74
Properties=species:S:1:pos:R:3:forces:R:3:lowdin_charge:R:1 method="wB97M-V/def2-TZVPD" homo_ev="-7.195 / -7.320" orbital_gap_ev="7.2 / 7.2" e_tot_ev=-90394.454
Ni -1.89474 -0.90249 0.28785 -0.5 0.4 -0.5 0.449
O 2.14937 0.36980 0.88887 0.0 0.1 0.0 -0.095
O -2.00045 3.57045 -2.86328 -0.1 -0.1 -0.1 -0.084
O 3.66152 -0.44638 -3.25282 0.1 0.0 0.0 -0.084
N -2.99850 -1.99377 2.72558 -0.7 -0.2 -0.5 0.106
N -0.08797 -0.58365 -0.36623 0.0 -0.1 0.5 0.073
N 1.47828 0.11965 -1.94919 0.1 0.0 0.0 0.156
N -0.56100 1.17760 -1.79802 -0.3 0.1 -0.1 0.154
N -2.12927 -1.17888 2.40226 1.1 -0.2 0.4 0.021
C 4.88332 -0.85589 -3.84763 -0.1 0.1 0.0 -0.067
C 3.13313 3.45559 -1.99223 -0.1 -0.1 0.0 -0.090
C -0.66505 3.63962 -3.29914 0.0 0.1 0.1 -0.086
C -1.51083 -0.94241 4.81726 -0.1 -0.1 0.2 -0.027
C -3.79126 3.00173 -1.55590 -0.1 0.0 0.0 -0.032
C -4.55475 -3.58610 1.84351 -0.2 -0.2 -0.1 -0.047
C -0.73347 -0.30354 5.76906 0.0 0.0 -0.1 -0.081
C -1.91413 1.49313 -1.42959 0.3 0.1 -0.1 -0.142
C 0.86007 -1.46564 0.21519 0.0 0.2 0.0 -0.209
C -5.21287 -4.18739 0.78169 0.1 0.1 0.0 -0.099
C 3.25824 0.91570 1.58293 -0.1 -0.1 -0.1 -0.067
C 1.98740 -0.97819 0.89868 0.1 0.0 0.2 -0.233
C 2.37256 1.17285 -2.18305 0.0 0.0 0.1 -0.164
C -4.13482 -2.63574 -0.73523 0.0 0.3 0.0 -0.099
C 4.47992 1.84584 -3.16203 0.0 0.1 0.0 -0.020
C 0.16026 0.69698 5.39348 0.0 -0.1 0.1 -0.089
C -2.63095 0.65017 -0.57390 0.1 -0.4 -0.1 -0.104
C 1.42890 -3.70969 0.91087 0.0 0.0 0.0 -0.084
C -4.99328 -3.70622 -0.50590 -0.1 -0.1 0.0 -0.097
C -1.38428 -0.57492 3.48758 -0.3 -0.1 -0.7 -0.220
C 0.59093 -2.82362 0.24074 0.1 -0.2 -0.1 -0.020
C 4.26625 3.15238 -2.71992 0.0 -0.1 0.0 -0.089
C 2.83027 -1.86108 1.56079 -0.1 0.0 0.0 -0.013
C -0.49834 0.41385 3.10273 0.2 0.2 0.0 -0.025
C -3.44409 -2.01102 0.30555 0.1 0.0 0.2 -0.156
C 3.54520 0.86325 -2.89160 0.0 0.0 -0.1 -0.221
C -4.49968 2.19915 -0.68139 0.1 0.0 0.0 -0.089
C 2.19443 2.46242 -1.71317 0.1 0.1 0.1 -0.049
C 0.25787 0.23442 -1.30945 -0.1 -0.1 0.1 -0.342
C -2.50604 2.66278 -1.94825 0.2 0.1 0.0 -0.209
C 2.54848 -3.22524 1.56261 -0.1 0.0 0.0 -0.082
C -3.68799 -2.53763 1.57800 0.3 0.2 0.8 -0.273
C -3.92268 1.02954 -0.21542 -0.2 0.0 0.0 -0.118
C 0.27724 1.05651 4.06044 -0.1 -0.1 -0.1 -0.079
H -0.29000 -3.18282 -0.28213 0.0 0.0 0.0 0.115
H -2.21088 -1.72039 5.08984 0.0 0.0 0.0 0.104
H 5.02083 -0.38236 -4.82181 0.0 0.0 0.0 0.096
H -0.59450 4.54101 -3.90305 0.0 0.0 0.0 0.100
H -0.38764 2.80032 -3.94844 0.0 0.0 0.0 0.097
H -4.70166 -3.92041 2.86367 0.0 0.0 0.0 0.105
H 4.20072 0.54997 1.16899 0.0 0.0 0.0 0.098
H -4.21040 3.91138 -1.96525 0.0 0.0 0.0 0.116
H 3.21238 0.68295 2.64924 0.0 0.0 0.0 0.091
H 3.69497 -1.49451 2.09346 0.0 0.0 0.0 0.103
H 0.04155 3.72723 -2.47018 0.0 0.0 -0.1 0.074
H -5.88392 -5.01909 0.95216 0.0 0.0 0.0 0.096
H 4.99806 3.91705 -2.94347 0.0 0.0 0.0 0.103
H -5.50056 2.48125 -0.37759 0.0 0.0 0.0 0.101
H 3.20681 -3.89952 2.09486 0.0 0.0 0.0 0.104
H 0.76321 1.19329 6.14312 0.0 0.0 0.0 0.100
H 0.96707 1.83555 3.76130 0.0 0.0 0.0 0.101
H 3.19782 1.99089 1.44193 0.0 0.0 0.0 0.093
H -5.50487 -4.17276 -1.34043 0.0 0.0 0.0 0.097
H -0.82361 -0.58576 6.81000 0.0 0.0 0.0 0.102
H 1.19781 -4.76593 0.91910 0.0 0.0 0.0 0.103
H -4.49137 0.38198 0.43937 0.0 0.0 0.0 0.086
H 5.73033 -0.61585 -3.20187 0.0 0.0 0.0 0.097
H 5.37521 1.60748 -3.71664 0.0 0.0 0.0 0.103
H -4.02332 -2.26026 -1.74696 0.0 0.0 0.0 0.094
H -0.43011 0.67391 2.05229 0.0 0.0 0.0 0.097
H 2.97113 4.46014 -1.62390 0.0 0.0 0.0 0.105
H 1.90875 -0.79181 -1.88039 0.0 0.0 0.0 0.147
H 1.33599 2.68275 -1.09073 0.1 0.0 0.0 0.113
H 4.81594 -1.93145 -3.97591 0.0 0.0 0.0 0.094
H -0.19297 1.63180 -2.61289 -0.1 -0.1 0.0 0.092

---

2.
9
Properties=species:S:1:pos:R:3:forces:R:3:nbo_charge:R:1 method="wB97M-V/def2-TZVPD" e_above_lowest_kcal_mol=203.1 homo_ev="-9.520 / -9.045" orbital_gap_ev="8.2 / 7.7" e_tot_ev=-8736.324
O 2.80014 -0.27948 -0.39413 1.2 -0.2 0.2 -0.297
O -0.32952 1.39125 -0.77335 -1.5 1.6 0.2 -0.455
N 1.83289 0.41581 -0.41624 -0.6 0.1 -0.4 0.152
C -0.65218 -0.07607 -0.86700 0.8 0.3 0.1 0.212
C 0.78467 0.77283 -0.88316 0.4 -1.8 -0.3 0.424
C -1.04734 -0.49542 0.49732 -0.3 -0.5 2.7 -0.789
H -1.36502 0.35921 1.15012 -0.2 -0.3 -0.9 0.237
H -1.89371 -1.27532 0.52548 1.7 1.0 -0.2 0.256
H -0.12994 -0.81280 1.16096 -1.5 -0.2 -1.6 0.260

---

3.
14
Properties=species:S:1:pos:R:3:forces:R:3:nbo_charge:R:1 method="wB97M-V/def2-TZVPD" e_above_lowest_kcal_mol=52.6 homo_ev=-8.714 orbital_gap_ev=9.1 e_tot_ev=-20371.570
Si -0.35801 -1.54742 0.82358 -0.5 0.7 -0.5 2.083
Si 0.76054 2.95829 -2.09354 2.1 0.3 1.6 0.610
N -0.28747 -1.13585 -0.71828 0.3 0.3 0.3 -1.472
N 0.06384 -0.71812 2.25392 0.5 1.0 -0.4 -1.323
N -1.20642 -2.95573 1.25843 0.0 -0.2 0.5 -1.319
H -0.58828 3.40000 -2.18632 -0.9 0.8 0.1 -0.153
H -1.57372 -3.31863 2.13084 0.5 0.8 0.1 0.408
H 1.93379 3.90815 -2.40261 -1.1 -0.1 0.5 -0.143
H 0.16177 -0.33262 -1.17379 -0.3 -0.8 0.6 0.395
H 0.49109 0.22824 2.36271 -0.6 -1.5 -0.4 0.423
H -1.53857 -3.59844 0.57257 0.1 0.0 -0.9 0.411
H 1.04032 2.29997 -0.70555 -0.3 0.5 -1.2 -0.148
H 0.17653 -1.28559 3.06283 0.1 -0.1 0.7 0.395
H 0.92459 2.09776 -3.18477 0.1 -1.5 -1.1 -0.167

---

4.
28
Properties=species:S:1:pos:R:3:forces:R:3:nbo_charge:R:1 method="wB97M-V/def2-TZVPD" e_above_lowest_kcal_mol=20.8 charge=+1 homo_ev=-11.934 orbital_gap_ev=7.3 e_tot_ev=-31080.760
S -1.03520 -2.16867 -0.35550 0.3 1.3 0.1 -0.391
P -1.05202 -0.19041 -0.37849 -0.9 -1.0 -0.4 0.665
N 1.59674 0.30362 -0.18959 0.8 -0.4 1.4 -0.062
N 2.88421 0.05831 0.21147 1.5 -0.1 2.0 -0.238
N -3.35764 0.18381 0.61933 0.7 -1.9 -0.6 -0.586
C 0.58781 -0.09109 0.50985 -1.0 2.0 -3.9 -0.169
C 3.20560 -0.55988 1.52873 -3.3 3.0 1.9 -0.441
C -4.03680 -0.77558 -0.24639 2.1 2.3 -4.6 -0.437
C -3.73738 1.57589 0.42002 -3.9 -1.0 4.5 -0.409
C 3.74062 -0.52491 -0.76121 0.3 -5.4 1.2 -0.446
C 1.49189 1.06298 -1.46548 1.6 -3.7 0.7 -0.407
H -3.46624 2.01977 1.41704 -0.2 0.4 -1.4 0.219
H -3.42776 -0.22142 1.53673 0.0 0.8 0.7 0.390
H -3.54469 -1.73639 -0.52319 0.0 0.8 0.8 0.238
H 0.99209 0.33092 -2.06232 -0.5 0.4 -1.2 0.240
H 2.46065 1.32295 -1.82480 0.7 -0.3 -0.2 0.247
H 3.30267 -1.46328 -1.27198 0.4 1.5 0.6 0.206
H 2.65047 -0.06975 2.45270 0.9 -0.8 -2.1 0.222
H 3.12774 -1.58441 1.63908 -1.2 -2.5 -0.5 0.211
H -4.90914 1.78122 0.24776 2.5 -0.8 0.5 0.205
H 4.21244 -0.47572 1.74599 2.2 1.2 0.0 0.237
H -4.10018 -0.15713 -1.27613 -0.1 -1.7 1.9 0.191
H 1.06013 1.92025 -1.21176 -2.6 3.5 0.4 0.233
H 4.70340 -0.91860 -0.29537 -1.5 0.3 0.1 0.246
H -5.00179 -0.91888 0.04255 -2.8 -0.6 0.9 0.206
H 4.18709 0.08093 -1.39955 1.1 3.2 -3.4 0.211
H 0.71593 -0.71058 1.27432 0.9 -2.3 3.4 0.223
H -3.25067 1.92606 -0.38381 1.9 1.6 -2.7 0.197

---

5.
27
Properties=species:S:1:pos:R:3:forces:R:3:nbo_charge:R:1 method="wB97M-V/def2-TZVPD" e_above_lowest_kcal_mol=97.9 homo_ev="-6.958 / -7.092" orbital_gap_ev="7.8 / 7.9" e_tot_ev=-12106.124
O 0.53420 -1.26961 -0.03290 -0.1 0.1 0.0 -0.706
N -2.62829 -0.65942 -0.61462 -1.3 -0.6 1.4 -0.476
C 3.49951 1.03197 0.04259 -0.1 0.1 0.0 -0.626
C 0.52569 1.09290 -0.60843 0.1 -0.1 0.0 -0.680
C 1.27955 -0.11262 -0.12571 0.3 0.0 -0.2 0.310
C 2.58587 -0.15771 0.15349 -0.2 0.0 0.2 -0.095
C -3.60915 1.43148 0.23492 0.0 -0.1 -0.1 -0.661
C -2.80788 0.19171 0.40155 0.4 1.5 -0.3 -0.078
C -2.64150 -1.97060 -0.29108 0.4 -1.1 -0.9 -0.380
C 3.22702 -1.40396 0.69866 -0.1 0.0 -0.2 -0.630
H 3.71457 -1.19638 1.65484 0.0 0.0 0.0 0.204
H 2.49636 -2.19447 0.84442 0.0 0.0 0.0 0.233
H -0.39567 -1.10184 -0.24721 0.2 0.0 0.1 0.487
H -4.66151 1.27555 0.51320 0.1 0.1 -0.1 0.215
H -3.59752 1.76945 -0.80556 0.0 0.0 0.0 0.205
H -3.22516 2.23586 0.85726 0.0 0.1 0.1 0.221
H 3.99787 -1.76454 0.01174 0.0 0.0 0.0 0.205
H -0.43711 1.16642 -0.09617 0.0 0.0 0.0 0.218
H -2.27927 -2.71917 -0.97294 0.2 0.1 -0.3 0.184
H 3.16681 1.76699 -0.68728 0.0 0.0 0.0 0.209
H 4.49944 0.71604 -0.25729 0.0 0.0 0.0 0.210
H 3.59546 1.53562 1.00871 0.1 0.0 0.0 0.208
H -2.33863 -0.03375 1.34359 -0.1 -0.4 0.0 0.197
H 1.06562 2.01529 -0.41931 0.1 0.0 0.0 0.226
H -3.06075 -2.31028 0.63803 0.0 0.3 0.1 0.191
H 0.33504 1.01972 -1.68315 -0.1 0.0 0.0 0.212
H -2.84054 -0.35465 -1.56133 0.2 0.0 0.0 0.398

---

6.
23
Properties=species:S:1:pos:R:3:forces:R:3:nbo_charge:R:1 method="wB97M-V/def2-TZVPD" charge=-1 homo_ev=-4.880 orbital_gap_ev=7.5 e_tot_ev=-50618.098
Sb 0.45294 1.96685 0.50651 -0.2 -0.1 3.1 1.054
Cl -0.21786 3.45142 -1.34735 0.0 0.0 -0.5 -0.594
P 2.09258 0.71045 -0.93232 1.3 -0.4 -1.3 -0.374
P 3.07280 -0.77651 0.34928 -0.1 0.5 -0.2 2.047
O 1.99020 -1.88859 0.94946 1.2 0.3 -0.8 -0.978
O 3.79971 -0.03177 1.40362 -0.5 -1.2 -0.6 -1.079
O 4.12350 -1.61779 -0.66738 -1.5 0.3 0.8 -0.985
N -3.35534 -0.31505 1.14803 1.5 0.0 -1.4 -0.442
C -1.42237 -0.22546 -1.04975 -1.7 -0.2 1.7 -0.194
C -1.21844 0.57342 0.14353 -2.2 -1.5 -1.0 -0.375
C -3.48711 -1.06232 0.02579 0.0 -0.6 -1.5 0.006
C -2.23903 0.45185 1.17689 1.0 0.5 -0.7 0.020
C -2.60731 -1.09702 -1.11288 1.5 1.9 1.6 -0.289
H 1.79456 3.01374 0.95527 -0.2 -0.1 -0.7 -0.155
H -0.71879 -0.16929 -1.90201 -0.5 0.0 0.6 0.215
H -0.52854 2.87531 1.63954 -0.2 -0.1 -0.4 -0.204
H 3.64979 -1.88298 -1.47740 0.3 0.2 0.3 0.485
H -4.40570 -1.69862 -0.03824 0.8 0.6 0.2 0.175
H 0.93100 0.92922 1.85306 -0.1 0.0 -0.2 -0.207
H 1.46969 -0.09323 -1.93366 0.0 -0.2 0.4 -0.025
H 1.68677 -2.48640 0.24285 0.0 0.3 0.4 0.488
H -2.75589 -1.71821 -2.01867 -0.2 0.4 0.9 0.212
H -2.10716 1.09099 2.08582 -0.2 -0.6 -0.8 0.198

---

7.
9
Properties=species:S:1:pos:R:3:forces:R:3:nbo_charge:R:1 method="wB97M-V/def2-TZVPD" e_above_lowest_kcal_mol=42.2 homo_ev="-8.885 / -8.885" orbital_gap_ev="7.1 / 7.1" e_tot_ev=-48502.392
S -0.54062 -1.72238 -0.77042 -1.5 -1.1 1.3 -0.047
S -3.09057 -1.85945 -0.18661 2.4 1.3 -0.3 0.985
S -2.97884 0.36245 0.39253 1.4 -0.2 -1.2 0.964
S -1.28751 0.93046 -0.95492 -2.2 1.2 1.1 0.076
O -2.34482 0.31296 1.70341 -0.1 0.1 0.8 -0.921
O -3.89600 -1.80855 -1.39053 -0.2 -0.4 -0.5 -0.855
C -0.12974 -0.08855 -0.09273 -1.5 -1.2 -0.2 -0.731
H -0.01397 0.01054 1.00186 -0.2 0.1 -0.7 0.273
H 0.69869 0.18406 -0.67990 1.9 0.3 -0.3 0.256

---

8.
15
Properties=species:S:1:pos:R:3:forces:R:3:nbo_charge:R:1 method="wB97M-V/def2-TZVPD" e_above_lowest_kcal_mol=30.3 homo_ev=-9.150 orbital_gap_ev=9.8 e_tot_ev=-26047.427
S 1.18329 -0.65675 0.38095 -0.7 0.3 -1.2 1.212
Si -1.65780 -0.87578 0.08830 -0.4 -0.3 -3.2 1.416
O -1.10681 0.66192 -0.18632 0.5 0.1 1.2 -0.876
O 2.21933 -0.81800 -0.64889 1.4 -0.5 -0.2 -0.977
C 0.30825 0.82591 -0.30683 -1.1 -1.4 -0.2 -0.076
C 0.74532 2.03580 0.41967 2.1 0.8 -2.0 -0.645
C -0.13780 -1.96492 0.04053 0.6 3.0 0.0 -1.063
H 0.46094 0.86423 -1.40385 0.8 -0.2 0.7 0.211
H 0.20761 -2.53617 0.81766 -0.2 -2.0 2.1 0.246
H 0.45873 2.04541 1.40891 -1.1 -0.1 2.1 0.218
H 1.87295 2.20556 0.47178 -1.4 -0.3 -0.7 0.233
H 0.21858 2.76358 -0.17987 0.3 1.2 0.4 0.230
H -2.42560 -1.05934 -1.22478 0.2 -0.4 0.9 -0.200
H -2.52475 -1.05552 1.18095 -0.7 0.0 1.3 -0.201
H 0.17777 -2.43594 -0.85817 -0.1 -0.1 -1.1 0.273